No. 1
Formula: C48H72F6N3O24S2
Source: the OMol25 dataset
Level of theory: ωB97M-V/def2-TZVPD

The geometry in ORCA input format:
```
! RIJCOSX wB97M-V def2-TZVPD def2/J DEFGRID3
* xyz -1 1
C -1.10 1.32 -1.16
F -1.96 0.27 -1.03
F -0.96 1.64 -2.45
F -1.55 2.42 -0.47
S 0.61 0.89 -0.33
O 1.68 1.64 -1.03
O 0.51 1.33 1.07
N 0.76 -0.87 -0.55
S 0.34 -1.49 0.81
O 1.44 -1.55 1.78
O -0.90 -0.99 1.38
C 0.00 -3.35 0.32
F 1.06 -3.85 -0.25
F -0.28 -4.01 1.40
F -1.11 -3.32 -0.54
O -5.43 4.05 1.08
C -5.13 3.60 0.01
O -5.62 2.46 -0.43
C -5.35 2.22 -1.80
C -4.39 3.33 -2.18
C -4.28 4.26 -1.00
H -6.23 2.30 -2.43
H -5.01 1.21 -2.04
H -4.76 3.76 -3.12
H -3.37 3.00 -2.37
H -4.68 5.26 -1.19
H -3.27 4.28 -0.58
O 0.44 -6.70 -6.12
C 0.70 -5.96 -5.22
O 0.01 -5.87 -4.08
C 0.73 -5.13 -3.11
C 2.14 -4.91 -3.66
C 1.89 -5.04 -5.11
H 0.74 -5.73 -2.20
H 0.27 -4.15 -3.00
H 2.93 -5.56 -3.29
H 2.34 -3.86 -3.45
H 2.65 -5.55 -5.71
H 1.55 -4.09 -5.51
O -6.20 1.06 4.86
C -5.25 0.92 4.12
O -4.00 1.34 4.47
C -3.09 0.94 3.49
C -3.73 -0.06 2.61
C -5.27 0.24 2.76
H -2.17 0.53 3.91
H -2.68 1.79 2.94
H -3.37 -1.05 2.87
H -3.35 0.15 1.60
H -5.98 -0.59 2.78
H -5.70 0.95 2.05
O -2.54 6.72 -0.97
C -1.41 6.42 -0.66
O -0.78 5.42 -1.25
C 0.56 5.33 -0.77
C 0.49 5.94 0.60
C -0.57 6.99 0.52
H 1.22 5.91 -1.42
H 0.74 4.25 -0.85
H 1.45 6.28 0.98
H 0.11 5.16 1.27
H -0.01 7.85 0.15
H -1.17 7.13 1.41
O 5.62 -3.40 2.77
C 5.13 -2.82 3.77
O 5.01 -3.34 4.97
C 4.47 -2.40 5.90
C 4.81 -1.05 5.19
C 4.67 -1.39 3.69
H 4.83 -2.52 6.92
H 3.38 -2.49 5.94
H 5.79 -0.71 5.53
H 4.12 -0.25 5.46
H 5.41 -0.91 3.04
H 3.69 -1.45 3.22
O 2.32 -5.44 4.95
C 2.64 -5.96 3.95
O 3.19 -7.17 3.94
C 3.37 -7.67 2.60
C 2.45 -6.75 1.80
C 2.52 -5.43 2.58
H 3.04 -8.69 2.44
H 4.39 -7.64 2.22
H 1.40 -7.01 1.92
H 2.80 -6.68 0.78
H 1.65 -4.77 2.55
H 3.42 -4.86 2.41
O 6.91 2.46 -4.66
C 5.90 2.13 -4.09
O 5.84 2.20 -2.76
C 4.50 1.90 -2.31
C 3.92 1.05 -3.41
C 4.55 1.61 -4.64
H 3.88 2.79 -2.22
H 4.55 1.35 -1.37
H 2.86 1.30 -3.49
H 4.03 -0.03 -3.33
H 4.03 2.47 -5.07
H 4.68 0.82 -5.38
O -6.22 -1.21 -1.94
C -5.74 -2.06 -1.22
O -6.55 -2.84 -0.44
C -5.83 -3.76 0.38
C -4.41 -3.23 0.34
C -4.32 -2.41 -0.97
H -5.89 -4.76 -0.03
H -6.16 -3.78 1.41
H -3.59 -3.94 0.42
H -4.31 -2.64 1.25
H -3.80 -2.98 -1.74
H -3.68 -1.53 -0.89
O 3.92 5.31 1.75
C 3.71 4.12 1.89
O 4.31 3.25 1.09
C 4.08 1.91 1.48
C 3.31 1.99 2.86
C 2.73 3.42 2.83
H 5.05 1.42 1.58
H 3.52 1.40 0.70
H 3.93 1.88 3.75
H 2.48 1.28 2.86
H 2.67 3.86 3.82
H 1.73 3.50 2.40
C 4.10 -1.49 -0.39
O 3.30 -1.78 -1.53
H 5.04 -1.10 -0.78
H 3.61 -0.77 0.28
H 4.28 -2.37 0.23
H 2.43 -1.45 -1.30
C 0.64 -0.94 -4.00
O -0.37 -1.14 -2.99
H 0.24 -0.83 -5.01
H 1.19 -0.02 -3.78
H 1.40 -1.71 -4.10
H 0.03 -1.06 -2.12
N -3.28 0.05 -3.88
C -4.23 -0.83 -4.34
C -4.78 -0.29 -5.47
C -4.18 0.98 -5.66
C -3.18 1.14 -4.70
H -2.72 -0.14 -3.06
H -4.42 -1.78 -3.86
H -5.52 -0.73 -6.13
H -4.36 1.69 -6.45
H -2.45 1.91 -4.51
N -2.73 5.36 3.01
C -2.12 4.22 2.45
C -1.11 3.89 3.32
C -0.97 4.93 4.22
C -2.01 5.84 4.05
H -3.61 5.74 2.70
H -2.73 3.70 1.73
H -0.41 3.10 3.12
H -0.16 5.01 4.94
H -2.34 6.62 4.72
*
```

- LUMO level: 1.8 eV

***

No. 2
Formula: C48H76N4O7
Source: the OMol25 dataset
Level of theory: ωB97M-V/def2-TZVPD

The geometry in ORCA input format:
```
! RIJCOSX wB97M-V def2-TZVPD def2/J DEFGRID3
* xyz 0 1
C 14.13 -5.21 5.21
C 15.15 -4.73 4.40
C 15.00 -4.86 3.03
N 13.91 -5.36 2.44
C 12.91 -5.78 3.23
C 12.97 -5.67 4.61
H 14.21 -5.09 6.28
H 16.10 -4.45 4.84
H 15.85 -4.70 2.36
H 12.09 -6.26 2.71
H 12.21 -6.02 5.30
C 20.15 -3.50 0.15
C 20.06 -4.85 0.47
C 18.80 -5.38 0.69
N 17.67 -4.69 0.52
C 17.77 -3.40 0.19
C 18.98 -2.77 -0.01
H 21.08 -2.96 0.04
H 20.96 -5.42 0.69
H 18.68 -6.43 0.97
H 16.82 -2.92 -0.02
H 19.06 -1.72 -0.25
C 20.30 -8.93 5.53
C 19.58 -7.79 5.27
C 19.37 -7.48 3.91
N 19.81 -8.20 2.91
C 20.61 -9.25 3.19
C 20.84 -9.68 4.49
H 20.48 -9.24 6.55
H 19.17 -7.16 6.04
H 18.85 -6.54 3.73
H 21.08 -9.71 2.34
H 21.46 -10.55 4.68
C 17.28 -0.63 2.43
C 17.67 -0.20 3.69
C 16.83 -0.44 4.78
N 15.67 -1.06 4.65
C 15.29 -1.46 3.43
C 16.06 -1.25 2.30
H 17.94 -0.45 1.59
H 18.68 0.17 3.81
H 17.08 -0.11 5.78
H 14.36 -2.01 3.37
H 15.76 -1.76 1.40
C 20.28 -3.25 5.16
C 19.87 -3.66 3.77
C 18.38 -3.92 3.98
O 18.33 -4.61 5.20
C 19.34 -4.06 6.08
H 20.07 -2.19 5.34
H 21.33 -3.41 5.42
H 20.35 -4.59 3.46
H 20.07 -2.92 2.99
H 17.99 -4.55 3.17
H 17.75 -3.03 3.95
H 19.80 -4.94 6.53
H 18.90 -3.45 6.88
C 16.40 -9.06 2.22
C 14.96 -8.91 1.80
C 14.98 -9.82 0.56
O 16.24 -9.56 -0.05
C 17.14 -8.95 0.90
H 16.60 -10.07 2.60
H 16.73 -8.37 3.00
H 14.73 -7.88 1.54
H 14.20 -9.26 2.51
H 14.14 -9.63 -0.11
H 14.87 -10.87 0.84
H 17.36 -7.93 0.60
H 18.08 -9.50 0.93
C 18.54 2.75 -1.97
C 17.80 1.51 -2.43
C 17.77 0.65 -1.16
O 19.06 0.88 -0.60
C 19.45 2.22 -0.83
H 17.79 3.42 -1.55
H 19.06 3.26 -2.78
H 18.39 0.92 -3.14
H 16.81 1.61 -2.87
H 17.70 -0.41 -1.37
H 16.98 0.96 -0.47
H 20.49 2.24 -1.17
H 19.39 2.87 0.04
C 23.53 0.61 2.10
C 22.03 0.84 2.09
C 21.46 -0.57 2.01
O 22.49 -1.37 1.40
C 23.66 -0.59 1.16
H 23.86 0.32 3.10
H 24.11 1.44 1.71
H 21.70 1.39 1.20
H 21.60 1.45 2.88
H 20.51 -0.71 1.49
H 21.39 -1.02 3.01
H 23.69 -0.22 0.13
H 24.53 -1.22 1.33
C 22.36 -8.85 -0.63
C 22.75 -7.97 0.55
C 23.71 -8.87 1.31
O 23.27 -10.20 1.09
C 22.31 -10.23 0.01
H 23.13 -8.81 -1.40
H 21.43 -8.53 -1.09
H 21.88 -7.76 1.18
H 23.19 -7.03 0.22
H 23.64 -8.66 2.38
H 24.73 -8.73 0.95
H 21.30 -10.38 0.41
H 22.53 -11.06 -0.66
C 24.20 -2.90 -1.55
C 23.31 -4.06 -2.02
C 23.91 -4.32 -3.40
O 25.28 -3.97 -3.31
C 25.57 -3.30 -2.08
H 24.12 -2.65 -0.50
H 23.91 -2.01 -2.12
H 22.27 -3.74 -2.00
H 23.50 -4.91 -1.37
H 23.36 -3.74 -4.15
H 23.76 -5.35 -3.70
H 26.17 -2.42 -2.27
H 26.07 -4.00 -1.40
C 23.33 -5.22 3.96
C 23.22 -4.09 2.91
C 24.17 -4.57 1.78
O 24.69 -5.82 2.21
C 24.66 -5.82 3.63
H 22.55 -5.95 3.73
H 23.24 -4.84 4.98
H 23.62 -3.13 3.25
H 22.19 -4.02 2.58
H 25.03 -3.89 1.74
H 23.62 -4.61 0.84
H 25.55 -5.36 4.08
H 24.80 -6.87 3.91
*
```

- LUMO level: 0.4 eV
- Structure (SMILES): c1ccncc1.c1ccncc1.c1ccncc1.c1ccncc1.C1CCOC1.C1CCOC1.C1CCOC1.C1CCOC1.C1CCOC1.C1CCOC1.C1CCOC1

***

Number 1: gap between HOMO and LUMO 8.36 eV, HOMO energy -6.5 eV. Number 2: gap between HOMO and LUMO 9.41 eV, HOMO energy -9.0 eV.